# 1
A 11-piece molecular cluster, C17H56O17 overall at a distorted geometry, computed with ωB97M-V with the def2-TZVPD basis set.

Positions of all 90 atoms, in Å:
O 9.179851 12.269242 13.036594
C 9.271786 12.087037 11.651347
C 9.596129 13.464757 11.010184
O 8.546987 14.344668 11.364032
H 8.808382 13.151977 13.156047
H 10.066746 11.395778 11.372391
H 8.349725 11.623071 11.255677
H 9.718427 13.315941 9.932031
H 10.555109 13.713895 11.487147
H 8.559922 15.149348 10.847077
O 16.128476 9.904118 13.914686
C 15.898594 8.833489 13.026970
C 15.455768 7.547435 13.730456
O 15.247568 6.503241 12.751359
H 15.239321 10.181767 14.165039
H 15.099254 9.137797 12.340353
H 16.818640 8.617274 12.481060
H 14.526263 7.700520 14.269782
H 16.297686 7.267598 14.343473
H 16.037162 5.938939 12.825798
O 12.464372 14.203363 4.855523
C 12.292470 13.719462 6.157073
C 10.952795 12.919986 6.256203
O 10.560811 12.460386 7.545293
H 13.266384 14.719839 4.804726
H 13.099980 13.067244 6.517144
H 12.175992 14.579117 6.829031
H 11.058896 12.039329 5.603070
H 10.116151 13.513991 5.891320
H 11.244965 11.907421 8.002081
O 9.322237 9.669788 8.514809
C 7.932780 9.832306 8.755148
C 7.318513 10.751106 7.757956
O 7.714686 12.060474 7.962661
H 9.362927 9.238151 7.644004
H 7.417710 8.870039 8.800885
H 7.811984 10.159778 9.786954
H 6.243042 10.690660 7.958927
H 7.548679 10.314204 6.794247
H 8.694140 12.153480 7.876026
O 11.672617 6.359692 6.297523
C 11.820644 7.629719 6.848354
C 11.124489 8.623738 5.940392
O 9.690054 8.587653 5.867428
H 12.518289 5.892212 6.289392
H 11.420619 7.762472 7.875247
H 12.851591 7.971729 6.781946
H 11.544110 8.530973 4.934979
H 11.296400 9.599784 6.380375
H 9.525567 7.688024 5.535747
O 12.653826 10.908868 8.659029
C 13.140003 10.483266 9.937289
C 12.536402 9.174879 10.312681
O 11.163719 9.300727 10.577989
H 13.254155 10.591087 7.959430
H 14.245339 10.392904 9.937749
H 12.872032 11.293329 10.608774
H 12.990801 8.811520 11.245500
H 12.755351 8.435641 9.521806
H 10.607999 9.519815 9.797995
C 15.542650 9.340188 6.898861
O 14.312922 9.951900 6.502146
H 16.467991 9.847532 6.598423
H 15.541734 9.243370 7.977152
H 15.556882 8.336378 6.439941
H 14.396121 10.237901 5.584046
C 17.590910 10.667569 9.892658
O 17.542988 9.187968 9.792894
H 18.596318 10.991839 10.067058
H 17.216193 11.047048 8.951594
H 17.068190 10.891714 10.794743
H 18.409348 8.896050 9.487280
C 10.967912 6.394017 11.810294
O 11.372412 5.138435 12.434902
H 11.418819 6.547807 10.833897
H 9.877026 6.325682 11.715449
H 11.166007 7.286604 12.428886
H 12.256024 5.321152 12.757714
C 12.131541 9.846625 13.837714
O 13.207632 10.587166 14.353776
H 11.452060 9.698570 14.667293
H 11.638131 10.407868 13.037689
H 12.475081 8.852247 13.532248
H 12.837870 11.413308 14.658183
C 14.917508 12.993608 12.108334
O 15.550080 14.211767 12.370839
H 15.515841 12.228043 12.586076
H 13.884825 13.046532 12.502059
H 14.878662 12.725105 11.049856
H 14.888902 14.848642 12.115857

Force components x, y, z for each atom (eV/Å):
0.23 -0.15 0.68
-0.31 0.75 -1.20
-0.08 -1.82 0.11
-0.04 -0.07 0.25
-0.14 -0.11 0.13
0.25 -0.04 0.40
0.11 0.53 0.04
-0.05 0.34 0.05
-0.07 0.52 -0.26
0.17 0.08 -0.17
0.03 -0.18 0.16
-0.51 -0.17 -0.26
0.44 0.14 -1.11
0.57 -0.03 0.50
-0.12 0.38 0.35
0.20 -0.21 -0.38
-0.11 0.17 -0.13
0.04 -0.06 0.33
-0.11 -0.15 0.86
-0.67 0.21 -0.33
-0.26 -0.54 -0.72
-1.33 0.03 1.54
0.59 -0.68 -0.53
0.68 0.32 0.46
0.21 0.14 0.07
0.08 0.16 -0.16
0.27 -0.17 0.28
-0.10 0.22 -0.15
0.14 0.12 -0.07
-0.36 0.39 -0.62
0.06 -0.22 -0.21
0.04 -0.77 1.26
-0.63 -0.64 1.11
0.87 1.09 -0.35
0.31 0.01 0.01
0.01 -0.33 -0.57
0.16 0.59 -0.07
-0.04 0.21 -0.45
-0.05 0.30 -0.76
-0.63 -0.28 -0.05
0.06 -1.23 -0.05
-0.48 1.30 -0.31
-0.23 0.88 0.36
0.53 -1.38 -0.10
-0.38 0.12 0.13
0.25 -0.54 -0.35
0.26 -0.08 0.47
0.02 0.19 0.00
0.46 0.40 -0.25
-0.52 0.35 0.17
0.38 -0.05 -0.41
0.76 0.48 -0.56
-0.34 -0.29 0.36
-0.51 -0.10 0.09
-0.24 0.07 0.11
-0.35 0.11 -0.11
-0.09 -0.14 0.42
0.01 0.01 -0.24
-0.05 0.11 0.17
0.46 -0.21 0.01
-0.03 -1.00 -0.45
0.38 0.56 -0.11
-0.42 0.31 -0.05
-0.01 -0.04 0.16
0.27 0.18 0.36
-0.14 0.00 0.18
0.35 -2.38 -0.28
0.31 1.07 0.02
0.71 0.24 -0.14
-0.35 0.57 0.15
-0.89 0.52 0.23
-0.18 0.00 0.03
-0.67 -0.56 0.74
-0.08 1.36 -0.48
0.09 -0.14 -0.12
0.31 0.09 -0.20
0.10 -0.47 -0.09
0.31 -0.30 0.13
-0.59 -0.18 0.24
1.23 0.15 -0.07
-0.67 -0.25 -0.07
-0.04 -0.49 -0.09
0.06 0.39 -0.21
0.11 0.35 0.18
-0.42 -0.68 0.20
0.25 0.50 -0.22
-0.23 -0.32 0.34
0.36 -0.58 -0.08
-0.05 0.25 -0.23
0.10 0.81 -0.02

HOMO level ... -9.52 eV
SMILES string ... OCCO.OCCO.OCCO.OCCO.OCCO.OCCO.CO.CO.CO.CO.CO
Total charge ... 0

=====

# 2
A 12-piece molecular cluster, C17H58N12O12 overall at a distorted geometry, computed with ωB97M-V with the def2-TZVPD basis set.

Positions of all 99 atoms, in Å:
N 12.592767 -21.320153 -2.742603
C 11.997093 -21.522281 -1.599713
N 11.006930 -20.681243 -1.499478
O 12.238344 -22.638769 -0.748537
H 13.262061 -22.003868 -2.975393
H 12.589797 -20.474364 -3.315503
H 10.615193 -20.785945 -0.571308
H 10.863260 -19.717499 -1.919962
N 17.930786 -23.590351 -8.087942
C 16.842546 -23.945567 -7.559359
N 16.939217 -24.715474 -6.542950
O 15.624592 -23.597966 -8.058729
H 17.867464 -22.907899 -8.852344
H 18.847020 -23.940546 -7.842758
H 16.125750 -25.192039 -6.132696
H 17.845953 -25.158945 -6.393083
N 12.307682 -25.246176 -1.559056
C 12.525735 -26.461658 -1.895553
N 11.730978 -27.354168 -1.291695
O 13.560649 -26.807279 -2.715839
H 12.973626 -24.504460 -1.736917
H 11.490196 -24.938661 -1.055363
H 10.915880 -27.050730 -0.839224
H 11.618909 -28.359626 -1.600229
N 18.795889 -21.867993 -6.326261
C 18.956814 -22.129158 -5.098322
N 18.223363 -23.091352 -4.587988
O 19.856527 -21.388863 -4.331234
H 19.251666 -21.069692 -6.668770
H 18.382031 -22.600006 -6.953324
H 18.324058 -23.321207 -3.573699
H 17.591391 -23.645134 -5.205809
N 12.401692 -25.636432 -4.844556
C 13.304416 -25.514266 -5.729759
N 12.981395 -25.873963 -6.932403
O 14.615546 -25.297104 -5.296229
H 12.667081 -25.524914 -3.895859
H 11.444640 -25.883448 -5.064970
H 13.755511 -25.830606 -7.545372
H 12.035610 -26.223362 -7.181449
N 13.352523 -21.525661 1.760757
C 14.667156 -21.582718 2.047837
N 15.174872 -22.733345 1.909072
O 15.389543 -20.498657 2.579787
H 13.024594 -20.564308 1.887615
H 12.854876 -22.304953 1.351155
H 16.197028 -22.783534 2.069284
H 14.774748 -23.611300 1.430674
C 17.344285 -20.492011 -1.871027
C 16.264493 -19.564484 -1.306491
O 16.777418 -18.765112 -0.206858
H 17.988316 -20.900504 -1.051853
H 18.193900 -19.921282 -2.386072
H 16.998493 -21.314203 -2.429403
H 15.321584 -20.157679 -1.157426
H 15.992419 -18.947984 -2.129765
H 17.334920 -18.093661 -0.639111
C 13.772414 -21.784935 -6.003092
C 15.160917 -21.545825 -5.426902
O 15.960276 -20.986089 -6.493026
H 13.736626 -22.184633 -7.017008
H 13.203791 -20.841482 -5.903346
H 13.202846 -22.460447 -5.439766
H 15.575437 -22.490472 -5.060364
H 15.176564 -20.952207 -4.508821
H 16.923518 -21.119971 -6.368021
C 13.219754 -25.714167 3.071360
C 12.623369 -25.178522 1.691064
O 13.739703 -24.957992 0.852696
H 12.416080 -26.040282 3.577059
H 13.535081 -24.870825 3.651544
H 14.101704 -26.400000 2.980745
H 12.107438 -24.257899 1.757247
H 12.050441 -26.044535 1.214632
H 13.461672 -24.930334 -0.045450
C 20.609064 -24.303955 -2.475583
C 19.882751 -23.454873 -1.422683
O 18.556453 -23.730940 -1.533538
H 21.642114 -24.227478 -2.481325
H 20.287267 -23.954226 -3.500566
H 20.341689 -25.345283 -2.287073
H 19.973659 -22.375165 -1.690882
H 20.195313 -23.706125 -0.441404
H 18.206724 -24.291714 -0.845538
C 17.966564 -27.612632 -1.844093
C 16.566692 -27.133785 -2.180535
O 16.390611 -26.423751 -3.316766
H 17.859905 -28.285145 -0.877363
H 18.692708 -26.871899 -1.488475
H 18.455113 -28.162342 -2.593752
H 16.294042 -26.377989 -1.381499
H 15.882759 -27.949638 -2.119337
H 15.430037 -26.212891 -3.449004
C 15.152645 -23.321364 -2.052374
O 14.289392 -23.888983 -3.025919
H 15.022241 -22.239090 -2.167121
H 16.207217 -23.603927 -2.171556
H 14.715708 -23.618039 -1.052068
H 14.656354 -24.579017 -3.620373

Force components x, y, z for each atom (eV/Å):
2.44 -0.44 -1.54
1.24 -4.99 1.85
-3.40 2.54 3.38
-1.47 5.61 -4.10
1.02 -0.84 -0.73
-0.35 -0.56 0.65
-0.54 0.51 -0.12
0.84 -2.16 0.50
4.67 2.44 -4.66
-10.91 0.46 -2.78
1.00 -3.28 3.24
5.40 -1.23 1.89
0.09 -0.72 0.38
-0.27 -0.30 -0.27
-0.38 0.38 -0.06
-0.52 -0.02 0.17
-0.74 3.60 0.72
5.44 -4.11 -3.59
-0.39 -3.75 -0.95
-4.62 1.12 3.79
-0.04 0.12 -0.93
0.03 -0.06 0.04
-0.95 0.69 0.72
0.85 2.02 0.18
-1.18 -0.14 -4.53
5.28 3.51 7.98
-0.98 -1.89 1.68
-4.15 -3.38 -3.27
0.80 0.85 -0.59
0.61 2.04 0.91
-0.23 0.21 -1.35
0.58 0.75 1.22
-3.31 0.66 2.02
6.91 -0.33 2.35
-0.81 -0.27 -2.28
-5.19 -0.59 -2.19
0.25 -0.05 0.69
0.39 0.16 0.07
0.27 -0.03 -1.31
1.55 0.57 0.14
-0.10 2.06 0.63
1.41 7.39 3.18
4.15 -5.85 -1.13
-3.85 -5.23 -2.83
-0.47 -0.98 -0.35
0.00 0.68 -0.27
-1.17 0.19 -0.05
0.19 2.03 0.91
2.93 1.52 1.66
0.63 -0.91 -0.32
-0.73 -0.44 -1.09
-1.01 -0.08 -0.14
-1.56 -0.60 -0.06
-0.40 -0.75 -1.00
0.89 0.65 1.16
-0.37 1.09 -0.66
-0.29 -0.39 0.35
-0.06 1.67 0.05
0.74 -1.05 -0.92
0.14 0.15 0.67
0.55 0.39 -0.01
0.13 -0.18 -0.65
-0.57 -1.26 1.25
0.08 -0.19 -0.45
-0.25 0.66 -0.18
-0.92 0.04 0.40
1.77 2.02 -2.92
1.88 -3.29 0.34
1.22 0.04 0.88
-2.59 -2.03 2.01
0.55 0.69 0.19
-1.24 0.37 -0.23
-1.19 0.66 0.50
0.11 1.30 0.74
-0.36 0.04 -0.95
-1.99 0.41 -0.76
1.87 0.82 -1.65
-3.30 -0.21 -0.57
2.15 0.32 0.31
0.23 -0.64 1.14
-0.04 -0.05 -0.33
0.43 -0.66 0.56
0.81 0.21 1.05
0.11 -0.22 0.19
-0.28 -0.49 2.97
0.01 1.37 3.18
-0.32 1.22 -3.13
0.10 0.99 -2.01
-0.41 0.40 -0.40
0.44 -0.96 -1.14
0.05 -1.16 0.19
-0.56 -0.78 0.09
1.06 -0.77 0.19
-0.70 -0.34 0.59
-0.35 0.01 -0.30
0.50 -0.13 0.42
-0.36 0.03 0.11
1.06 0.53 -0.72
0.09 0.60 -0.03

HOMO level ... -8.12 eV
SMILES string ... NC(N)=O.NC(N)=O.NC(N)=O.NC(N)=O.NC(N)=O.NC(N)=O.CCO.CCO.CCO.CCO.CCO.CO
Total charge ... 0

=====

# 3
C17H5Cl5IIrN2O2S3 as an isolated structure at a distorted geometry, computed with ωB97M-V with the def2-TZVPD basis set.

Positions of all 36 atoms, in Å:
Ir -0.692467 0.232890 0.339694
S 0.376638 -0.254209 2.557494
C 1.547609 -1.245539 1.779038
S 1.613597 -1.063977 0.083698
C 2.371742 -2.114734 2.488451
C 2.387457 -2.165648 3.902020
N 2.442989 -2.224009 5.054518
C 3.256272 -3.013046 1.844925
N 3.975489 -3.779285 1.365487
Cl -0.099823 0.411560 -2.885228
C 0.050381 1.956544 -2.115528
C -0.038468 1.999069 -0.726759
C 0.095185 3.266603 -0.157969
Cl 0.056576 3.415623 1.563504
C 0.255615 4.425032 -0.913766
Cl 0.330619 5.977348 -0.161204
C 0.317920 4.335461 -2.301040
Cl 0.445064 5.763256 -3.262590
C 0.239944 3.085310 -2.905457
Cl 0.328793 2.966066 -4.625321
I -2.210789 -1.840382 -0.141283
O -8.587544 -1.651931 0.898970
C -8.137279 -0.782349 -0.048694
O -8.876180 -0.504293 -0.960082
C -6.788753 -0.221827 0.141317
C -5.934640 -0.552230 1.201411
C -4.716349 0.072973 1.347348
C -4.286193 1.049903 0.439048
S -2.788186 1.896655 0.671416
C -5.124055 1.352749 -0.644249
C -6.344448 0.729107 -0.783783
H -7.901109 -1.796439 1.558383
H -6.200094 -1.305936 1.937711
H -4.072642 -0.173717 2.180303
H -4.799467 2.094304 -1.362010
H -7.000190 0.968220 -1.610736

Force components x, y, z for each atom (eV/Å):
1.13 0.98 -0.12
-0.66 0.74 -1.52
0.15 0.02 0.24
-1.92 0.80 -0.05
0.00 0.07 -0.05
-0.07 0.05 0.30
-0.04 0.01 -0.02
0.14 -0.17 -0.21
0.02 0.07 -0.01
-0.04 -0.11 -0.10
0.07 -0.23 0.19
0.09 -0.60 1.28
0.12 0.02 0.04
0.06 0.03 0.10
-0.08 -0.12 -0.05
0.05 0.07 0.04
-0.04 -0.10 0.03
0.07 0.08 -0.07
-0.11 0.15 0.09
0.02 -0.06 -0.08
-0.16 -0.69 0.06
-0.05 -0.07 -0.05
-0.25 -0.04 -0.02
0.02 -0.05 0.03
0.45 0.19 -0.04
-0.22 0.06 -0.09
0.00 0.09 0.04
-0.19 -0.29 -0.06
1.48 -0.76 -0.10
0.10 -0.04 0.22
-0.30 -0.10 0.04
0.06 0.03 0.01
0.02 0.01 0.02
0.04 -0.05 -0.04
0.03 -0.03 -0.02
0.01 0.02 -0.01

HOMO level (spin up / spin down) ... -2.36 / -2.42 eV
Total charge ... -2

=====

We obtain relative energy (zero: lowest compared OMol25 entry of this formula, charge and spin) values of 0.669 2.176 0.417 eV for the records listed above, in that order.